{"formula": "C29H27BF7NO9S3SeTa", "method": "ωB97M-V/def2-TZVPD", "symbols": ["H", "C", "Se", "H", "F", "C", "C", "H", "C", "C", "C", "F", "C", "O", "H", "C", "C", "H", "C", "H", "H", "H", "O", "H", "C", "C", "C", "C", "H", "H", "C", "H", "H", "C", "C", "C", "C", "F", "O", "F", "B", "H", "S", "C", "H", "H", "O", "H", "H", "O", "O", "O", "H", "C", "C", "S", "C", "C", "C", "H", "F", "H", "S", "C", "H", "H", "H", "C", "H", "Ta", "C", "F", "H", "F", "C", "N", "O", "H", "O"], "xyz": [[2.556, -1.829, 2.712], [0.912, -0.559, 3.206], [2.331, -1.632, -0.444], [2.250, -0.037, -3.973], [-0.945, -2.560, 0.236], [2.022, 2.318, 4.236], [-4.911, -3.564, -0.121], [-6.307, -3.499, -3.188], [1.497, 2.467, 1.997], [0.412, -0.984, -4.631], [2.364, 2.885, 2.924], [6.710, 0.130, -2.636], [-5.599, -3.293, -2.399], [-7.109, -5.408, 0.193], [-6.279, -5.320, 0.676], [5.472, 0.993, 0.647], [-3.567, -2.239, -1.616], [3.269, 3.402, 2.642], [5.932, 0.166, -1.548], [-0.486, -1.405, -4.187], [-2.368, 3.820, 2.067], [0.124, -0.179, -5.309], [3.174, 3.387, 0.159], [0.768, -0.647, 5.281], [-0.846, 2.148, -3.506], [0.308, 1.491, 2.183], [0.558, -0.042, 4.410], [-4.484, -2.517, -2.634], [0.257, 3.410, 4.351], [0.989, -2.520, 2.364], [1.354, -0.505, -3.544], [-4.308, -2.116, -3.621], [-0.870, 2.980, -4.211], [-1.307, 3.638, 1.878], [-7.045, -4.669, -0.946], [6.280, 0.978, -0.479], [-5.824, -3.841, -1.138], [3.630, 0.236, 1.826], [-1.074, 1.441, -0.495], [7.390, 1.724, -0.527], [-0.661, -1.829, -0.945], [0.902, -1.760, -5.219], [-2.228, -1.157, -1.987], [3.940, -0.599, -0.368], [-1.330, 2.467, -2.589], [-1.044, 4.013, 0.890], [-1.765, -0.171, 1.050], [-0.881, 1.224, 5.446], [-3.127, -2.542, 0.460], [-7.956, -4.724, -1.731], [0.736, 0.452, -2.664], [0.763, 3.583, -0.253], [2.569, 1.419, 4.497], [-3.805, -2.769, -0.345], [1.535, -1.911, 3.085], [1.862, 2.830, 0.284], [4.337, 0.200, 0.687], [-1.094, 2.156, 1.989], [0.751, 2.479, 4.614], [1.672, -1.335, -2.922], [4.492, -1.340, -2.559], [-1.286, 0.402, 3.089], [-2.017, 1.247, 0.724], [-0.822, 1.378, 3.234], [1.127, 2.469, -2.659], [-5.056, -3.932, 0.891], [-1.418, 1.320, -3.919], [0.596, 1.739, -3.281], [1.537, -2.411, 4.050], [0.359, 0.047, 0.022], [4.777, -0.602, -1.480], [5.804, 1.750, 1.696], [-0.715, 4.165, 2.622], [0.013, -2.689, -1.812], [-0.159, 1.291, 4.626], [0.728, 0.094, 1.974], [-3.348, 1.706, 0.549], [1.107, 1.697, -4.248], [1.877, 1.396, -0.333]], "forces_ev_per_angstrom": [[-0.01, 0.00, 0.00], [-0.16, 0.02, 0.08], [-0.23, -0.08, 0.11], [-0.02, -0.05, 0.06], [-0.15, 0.17, -0.03], [-0.07, 0.10, 0.06], [-0.04, -0.05, 0.01], [-0.05, -0.01, -0.03], [-0.22, 0.05, 0.15], [0.03, 0.07, 0.03], [-0.06, 0.01, 0.04], [-0.01, 0.02, 0.00], [0.02, -0.03, 0.07], [-0.03, 0.02, -0.05], [0.01, -0.02, 0.01], [0.07, -0.15, -0.25], [0.05, 0.07, 0.03], [0.11, 0.05, -0.02], [-0.13, 0.02, 0.24], [-0.04, -0.03, 0.04], [0.06, 0.05, 0.05], [-0.01, 0.06, -0.03], [0.15, -0.03, 0.27], [0.04, -0.02, 0.06], [0.00, -0.02, 0.02], [0.24, 0.19, -0.62], [0.06, -0.20, 0.02], [0.01, -0.03, 0.00], [0.02, 0.01, -0.02], [-0.05, -0.01, -0.01], [-0.07, -0.01, -0.04], [0.03, 0.05, -0.08], [-0.01, 0.05, -0.04], [0.07, 0.12, -0.06], [-0.03, -0.02, -0.06], [-0.13, -0.08, 0.05], [-0.07, -0.02, 0.04], [0.00, -0.03, -0.06], [-0.89, 0.47, 0.81], [-0.11, -0.07, 0.00], [0.30, -0.85, -0.26], [0.06, -0.04, -0.03], [-0.04, -0.06, 0.25], [-0.01, -0.01, -0.21], [0.00, -0.01, 0.10], [-0.04, -0.06, 0.08], [-0.15, 0.19, -0.16], [0.02, 0.01, -0.08], [0.04, 0.01, 0.05], [0.08, -0.01, 0.10], [-0.23, -0.17, 0.18], [0.14, 0.08, -0.04], [-0.02, -0.04, -0.01], [0.02, 0.08, -0.09], [0.04, -0.08, 0.01], [-0.10, -0.85, -0.45], [0.22, 0.14, 0.19], [-0.22, -0.26, 0.07], [0.23, 0.07, 0.02], [-0.07, 0.04, -0.04], [-0.07, -0.04, 0.02], [0.18, 0.16, -0.02], [0.69, -0.04, -0.66], [0.26, -0.17, -0.08], [-0.14, -0.09, -0.04], [-0.03, 0.00, 0.01], [-0.02, -0.06, -0.07], [0.16, 0.15, 0.01], [0.02, -0.03, 0.05], [0.82, -0.71, 0.02], [0.24, 0.25, 0.01], [0.01, 0.06, 0.04], [0.00, 0.05, -0.03], [0.04, 0.06, -0.09], [-0.49, 0.03, 0.17], [0.00, 0.36, -0.21], [0.02, 0.09, 0.04], [0.04, 0.04, 0.08], [-0.34, 1.09, 0.22]], "lowdin_charge": [0.06, -0.31, 0.90, 0.12, -0.01, -0.07, -0.03, 0.12, -0.18, -0.06, -0.03, 0.11, -0.02, 0.10, 0.08, -0.15, -0.53, 0.11, -0.14, 0.04, 0.10, 0.07, -0.26, 0.11, -0.06, -0.34, -0.02, -0.10, 0.11, 0.07, -0.28, 0.10, 0.08, -0.02, -0.48, -0.13, -0.16, 0.08, -0.44, 0.11, -1.20, 0.08, 0.95, -0.43, 0.06, 0.08, -0.37, 0.14, 0.10, 0.10, -0.27, -0.29, 0.12, -0.07, -0.04, 0.56, -0.25, -0.33, -0.06, 0.04, 0.07, 0.14, 0.60, -0.09, 0.11, 0.11, 0.07, -0.25, 0.08, 1.62, -0.25, 0.11, 0.09, -0.03, -0.21, -0.12, -0.22, 0.11, -0.49], "relative_energy_kj_mol": 564.49, "mol_weight_da": 1033.4, "charge": -1, "total_energy_ha": -6230.2463, "gap_ev": 7.365}

=====

{"formula": "C2H10N2O2", "method": "ωB97M-V/def2-TZVPD", "symbols": ["H", "O", "H", "H", "H", "C", "N", "H", "N", "H", "O", "H", "C", "H", "H", "H"], "xyz": [[-0.528, -2.527, 1.672], [-1.737, -0.597, -1.439], [0.163, -1.142, -0.098], [-0.459, -0.980, 2.587], [1.532, 0.467, 1.865], [0.087, -1.685, 1.960], [0.639, -1.042, 0.788], [1.442, 1.952, 0.300], [0.938, 1.133, -0.019], [0.795, 2.131, -2.642], [-0.027, 2.571, -2.883], [-1.518, 0.171, -0.896], [1.093, 0.242, 0.884], [-0.653, 1.842, -2.946], [0.892, -2.064, 2.566], [-2.660, -0.472, -1.699]], "forces_ev_per_angstrom": [[-0.21, 0.01, -0.06], [-0.16, 0.12, 0.01], [-0.30, -0.50, 0.07], [-0.37, -0.12, -0.08], [0.16, -0.07, -0.14], [0.24, 0.22, 0.15], [0.06, 0.70, -0.97], [-0.16, 0.34, -0.22], [0.40, -0.52, 0.07], [-0.05, 0.03, 0.18], [-0.02, -0.10, -0.16], [0.07, 0.09, -0.09], [-0.30, 0.14, 0.78], [0.02, 0.04, 0.04], [0.39, -0.31, 0.32], [0.22, -0.05, 0.10]], "lowdin_charge": [0.08, -0.07, 0.09, 0.08, 0.13, -0.10, -0.07, 0.04, 0.07, 0.02, -0.08, 0.02, -0.34, 0.02, 0.07, 0.04], "relative_energy_kj_mol": 49.10, "mol_weight_da": 94.1, "total_energy_ha": -342.1752, "gap_ev": 9.994, "smiles": "[H]/N=C/NC.O.O"}